H10O5 | the ωB97M-V functional and the def2-TZVPD basis

Output
SMILES string	O.O.O.O.O
HOMO-LUMO gap	11.39	eV
HOMO	-11.0115	eV
E_LUMO	0.38	eV

Cartesian coordinates (Å):
O1 -3.273 0.734 1.241
H1 -2.342 0.743 1.507
H2 -3.442 0.162 0.555
O2 0.447 0.674 1.057
H3 0.757 1.077 0.273
H4 1.246 0.232 1.354
O3 1.383 -2.215 -0.310
H5 0.763 -2.519 0.361
H6 0.953 -2.544 -1.093
O4 2.397 1.679 -0.972
H7 2.005 1.545 -1.801
H8 3.164 1.117 -1.021
O5 -1.445 -0.595 -0.430
H9 -1.808 0.153 -0.871
H10 -0.808 -0.248 0.156

H10O5 | the ωB97M-V functional and the def2-TZVPD basis

Output
SMILES string	O.O.O.O.O
HOMO-LUMO gap	11.35	eV
HOMO	-11.0338	eV
E_LUMO	0.32	eV

Cartesian coordinates (Å):
O1 -0.488 0.502 2.384
H1 -1.245 0.395 2.923
H2 -0.886 1.088 1.720
O2 0.015 -0.632 -0.217
H3 -0.047 -0.587 0.693
H4 0.795 -1.138 -0.320
O3 0.497 1.902 -0.993
H5 0.366 0.922 -0.802
H6 1.220 2.026 -0.372
O4 2.593 -1.380 -0.944
H7 2.393 -1.805 -1.810
H8 2.925 -0.548 -1.178
O5 -2.954 -0.483 -0.581
H9 -1.995 -0.367 -0.608
H10 -3.189 0.104 0.104

H10O5 | the ωB97M-V functional and the def2-TZVPD basis

Output
HOMO-LUMO gap (spin up / spin down)	11.49 / 3.42	eV
HOMO (spin up / spin down)	-14.9696 / -14.9631	eV
2S+1	2
charge	+1
E_LUMO (spin up / spin down)	-3.48 / -11.54	eV

Cartesian coordinates (Å):
O1 -1.702 -3.257 0.191
H1 -2.318 -3.658 -0.422
H2 -1.458 -2.429 -0.222
O2 1.875 1.132 -0.649
H3 2.819 1.006 -0.552
H4 1.679 1.899 -0.111
O3 1.189 2.783 1.468
H5 1.162 3.507 2.093
H6 0.280 2.490 1.401
O4 -0.370 -0.552 0.599
H7 -0.346 -0.802 1.522
H8 0.418 -0.022 0.474
O5 -1.236 -1.044 -2.019
H9 -1.557 -0.172 -2.248
H10 -0.432 -0.882 -1.525

H10O5Tl | the ωB97M-V functional and the def2-TZVPD basis

Output
HOMO-LUMO gap	8.23	eV
HOMO	-25.4886	eV
charge	+3
E_LUMO	-17.26	eV

Cartesian coordinates (Å):
Tl1 -0.215 1.028 -0.617
O1 -1.572 1.064 0.831
H1 -1.381 1.465 1.679
H2 -2.239 0.404 1.022
O2 0.386 -0.519 0.525
H3 0.746 -0.509 1.412
H4 -0.180 -1.290 0.505
O3 1.688 0.967 0.025
H5 2.052 1.467 0.755
H6 2.428 0.464 -0.314
O4 -1.364 -0.591 -0.324
H7 -1.822 -0.783 -1.142
H8 -1.863 -1.059 0.345
O5 0.952 -0.386 -1.403
H9 0.506 -1.097 -1.864
H10 1.878 -0.624 -1.434

H10O5Tl | the ωB97M-V functional and the def2-TZVPD basis

Output
HOMO-LUMO gap (spin up / spin down)	4.90 / 4.26	eV
HOMO (spin up / spin down)	-27.6698 / -27.1640	eV
2S+1	2
charge	+4
E_LUMO (spin up / spin down)	-22.77 / -22.90	eV

Cartesian coordinates (Å):
Tl1 0.074 0.801 -0.904
O1 -1.570 -1.115 0.688
H1 -2.050 -1.320 1.490
H2 -1.421 -1.965 0.273
O2 2.948 0.242 -1.255
H3 3.388 -0.584 -1.454
H4 3.620 0.910 -1.387
O3 1.524 0.373 1.608
H5 2.384 0.792 1.617
H6 1.610 -0.364 2.214
O4 -1.414 1.651 1.435
H7 -1.257 1.392 2.343
H8 -2.131 2.284 1.487
O5 -1.697 -0.761 -2.525
H9 -1.642 -0.988 -3.454
H10 -2.366 -1.350 -2.174

H11Na2O6 | the ωB97M-V functional and the def2-TZVPD basis

Output
HOMO-LUMO gap	9.36	eV
HOMO	-14.0550	eV
charge	+1
E_LUMO	-4.70	eV

Cartesian coordinates (Å):
Na1 2.293 -0.480 -1.109
Na2 1.408 0.103 2.775
O1 0.539 -0.349 0.455
H1 0.704 0.554 0.172
O2 -0.992 1.699 1.764
H2 -0.677 0.880 1.349
H3 -1.773 1.459 2.279
O3 1.154 3.103 -2.288
H4 0.609 2.294 -2.289
H5 1.458 3.221 -1.383
O4 0.892 -2.968 1.648
H6 0.572 -2.190 1.164
H7 0.939 -3.667 0.987
O5 -2.092 -1.644 0.523
H8 -2.233 -1.959 -0.376
H9 -1.271 -1.121 0.499
O6 -0.199 0.598 -2.102
H10 -0.366 -0.044 -1.385
H11 -0.966 0.512 -2.685

H11Na5O9 | the ωB97M-V functional and the def2-TZVPD basis

Output
HOMO-LUMO gap	3.92	eV
HOMO	-0.3330	eV
charge	-2
E_LUMO	3.59	eV

Cartesian coordinates (Å):
Na1 -12.019 -1.013 -4.742
Na2 -14.671 -0.858 -5.917
Na3 -13.293 -3.230 -4.929
Na4 -13.649 -3.087 -7.495
Na5 -11.092 -2.658 -6.692
O1 -14.359 0.136 -7.510
H1 -13.420 0.016 -7.267
O2 -13.031 -1.927 -6.177
H2 -12.471 -1.223 -6.560
O3 -10.661 -1.387 -7.980
H3 -11.574 -1.040 -7.986
O4 -13.666 -0.006 -4.542
H4 -13.554 -0.966 -4.681
O5 -14.959 -2.403 -4.514
H5 -14.302 -2.032 -5.134
O6 -15.493 -2.376 -7.308
H6 -14.757 -2.352 -6.665
O7 -11.334 -4.143 -5.263
H7 -11.788 -3.284 -5.158
O8 -12.077 0.645 -5.875
H8 -12.384 0.569 -6.779
H9 -12.838 0.414 -5.343
O9 -13.096 -1.548 -8.513
H10 -13.279 -0.738 -8.990
H11 -13.132 -1.296 -7.590

H11O5S | the ωB97M-V functional and the def2-TZVPD basis

Output
HOMO-LUMO gap	7.46	eV
HOMO	-3.9362	eV
charge	-1
E_LUMO	3.53	eV

Cartesian coordinates (Å):
S1 -0.207 0.513 0.058
H1 -1.254 0.601 -0.764
H2 2.081 1.362 -0.378
H3 3.385 0.590 0.259
O1 3.038 1.221 -0.360
H4 -0.173 2.336 -1.382
H5 0.120 3.733 -2.109
O2 0.159 2.774 -2.193
H6 -1.018 -2.000 -2.165
H7 -1.474 -1.587 -0.733
O3 -1.316 -2.339 -1.325
H8 -1.141 -4.042 0.158
H9 -2.468 -4.542 0.694
O4 -1.581 -4.321 0.973
H10 -0.127 1.853 2.855
H11 1.341 1.617 3.103
O5 0.636 2.231 3.310

H11O5S | the ωB97M-V functional and the def2-TZVPD basis

Output
HOMO-LUMO gap	8.27	eV
HOMO	-4.5468	eV
charge	-1
E_LUMO	3.73	eV

Cartesian coordinates (Å):
S1 0.489 0.798 -0.726
H1 -0.528 1.650 -0.521
H2 -1.679 -0.585 -3.050
H3 -0.757 -0.602 -1.832
O1 -1.341 -1.192 -2.385
H4 -0.152 -2.756 3.235
H5 -1.014 -1.878 2.323
O2 -0.926 -2.186 3.253
H6 -1.757 -1.900 0.063
H7 -0.852 -0.708 0.357
O3 -1.593 -1.239 0.746
H8 0.779 0.344 1.672
H9 0.394 -0.415 2.975
O4 1.148 -0.114 2.454
H10 1.725 3.627 -1.806
H11 2.182 2.329 -2.404
O5 2.087 3.265 -2.620

H11O5S | the ωB97M-V functional and the def2-TZVPD basis

Output
HOMO-LUMO gap	7.89	eV
HOMO	-4.2806	eV
charge	-1
E_LUMO	3.60	eV

Cartesian coordinates (Å):
S1 -1.105 0.012 -1.123
H1 -2.030 0.757 -0.545
H2 0.918 -0.734 -0.198
H3 1.852 -1.863 0.135
O1 1.662 -0.956 0.403
H4 1.023 -1.524 2.091
H5 -0.310 -2.240 2.440
O2 0.499 -1.893 2.833
H6 -1.673 -1.878 0.308
H7 -1.779 -3.400 0.419
O3 -1.809 -2.600 0.952
H8 -0.403 3.138 -0.907
H9 -0.458 3.412 0.584
O4 0.007 3.685 -0.218
H10 0.888 1.318 -2.235
H11 1.329 2.782 -2.206
O5 1.390 1.982 -2.734

H12HeO6 | the ωB97M-V functional and the def2-TZVPD basis

Output
HOMO-LUMO gap	10.53	eV
HOMO	-10.3742	eV
E_LUMO	0.15	eV

Cartesian coordinates (Å):
He1 -0.646 -1.210 0.561
O1 -0.831 -1.201 -2.300
H1 -1.327 -0.933 -3.074
H2 -0.281 -1.922 -2.605
O2 -1.365 1.447 3.261
H3 -0.466 1.751 3.133
H4 -1.492 1.466 4.209
O3 -2.915 0.063 -0.594
H5 -2.037 -0.266 -0.790
H6 -2.984 0.005 0.359
O4 1.306 -0.580 -0.973
H7 0.481 -0.757 -1.426
H8 1.156 0.249 -0.518
O5 0.697 1.981 -0.063
H9 0.692 1.931 0.893
H10 -0.168 2.321 -0.290
O6 3.471 -1.819 0.168
H11 4.089 -1.092 0.093
H12 2.621 -1.434 -0.045

H12MgO6 | the ωB97M-V functional and the def2-TZVPD basis

Output
HOMO-LUMO gap	13.46	eV
HOMO	-20.7745	eV
charge	+2
E_LUMO	-7.32	eV

Cartesian coordinates (Å):
Mg1 -0.100 -0.080 0.046
O1 0.360 -1.253 -1.634
H1 0.493 -0.676 -2.387
H2 -0.397 -1.816 -1.856
O2 1.331 -1.077 1.301
H3 2.267 -1.104 1.480
H4 0.953 -1.813 1.745
O3 1.548 1.015 -0.525
H5 1.482 1.662 -1.218
H6 2.481 0.841 -0.677
O4 -0.666 1.232 1.515
H7 -0.652 0.642 2.299
H8 -0.041 1.912 1.652
O5 -1.229 1.358 -1.233
H9 -1.515 1.726 -2.056
H10 -0.860 2.157 -0.808
O6 -1.546 -1.290 0.735
H11 -1.852 -1.973 0.115
H12 -2.056 -1.465 1.505